Entry A
27
Properties=species:S:1:pos:R:3:mulliken_charge:R:1 method="wB97M-V/def2-TZVPD" smiles=CCCN[C@@H](COC)OC homo_energy_ha=-0.318 multiplicity=1
C 2.7694 2.3960 -0.6430 -1.286
C 1.5809 1.4619 -0.2962 -0.125
C 1.0715 0.7934 -1.6061 -0.677
N 0.5143 -0.5320 -1.3246 -0.450
C -0.7658 -0.5133 -0.6347 0.260
C -0.5822 -1.0954 0.8025 -0.876
O -1.4404 -2.2092 0.9884 -0.378
C -0.9736 -3.0189 2.0598 -0.718
O -1.3839 0.7493 -0.6618 -0.413
C -2.5543 0.7607 0.1274 -0.758
H 3.2440 2.7852 0.2625 0.362
H 3.5022 1.8396 -1.2388 0.349
H 2.3809 3.2230 -1.2501 0.303
H 1.8049 0.7201 0.4755 0.203
H 0.7519 2.0837 0.0736 0.197
H 0.4221 1.4519 -2.1972 0.225
H 1.9710 0.6198 -2.2205 0.560
H 0.5019 -1.1301 -2.1322 0.293
H -1.4302 -1.2266 -1.1574 0.344
H 0.4536 -1.4642 0.8625 0.531
H -0.6807 -0.3312 1.5941 0.343
H -0.4563 -3.9115 1.6794 0.229
H -1.8257 -3.3525 2.6608 0.248
H -0.2675 -2.4448 2.6719 0.364
H -2.2978 1.1090 1.1412 0.268
H -3.0204 -0.2272 0.2389 0.322
H -3.2895 1.4635 -0.2761 0.284



Entry B
27
Properties=species:S:1:pos:R:3:mulliken_charge:R:1 method="wB97M-V/def2-TZVPD" smiles=CC(C)[C@](C)(O)[C@@H](N)CO homo_energy_ha=-0.301 multiplicity=1
C -2.0029 -0.8929 0.9470 -1.460
C -1.4538 -0.1727 -0.2734 0.702
C -2.3233 1.0230 -0.6363 -1.556
C 0.2541 0.3322 -0.0844 0.696
C 0.3242 1.3303 1.0591 -1.751
O 0.6475 0.8926 -1.3195 -0.622
C 1.0046 -0.9228 0.1713 -0.442
N 0.6892 -2.0335 -0.6529 -0.490
C 2.6889 -0.4271 -0.1376 -0.632
O 3.1218 0.8916 0.0123 -0.554
H -3.0493 -1.1718 0.7944 0.432
H -1.4298 -1.8000 1.1269 0.338
H -1.9715 -0.2513 1.8280 0.286
H -1.4579 -0.8641 -1.1199 0.289
H -1.9982 1.5017 -1.5619 0.383
H -2.3401 1.7609 0.1677 0.307
H -3.3571 0.7096 -0.8089 0.439
H -0.2672 2.2164 0.8300 0.390
H -0.0485 0.8937 1.9813 0.340
H 1.3458 1.6523 1.2460 0.454
H 0.0514 1.6237 -1.5177 0.445
H 0.9546 -1.1971 1.2243 0.522
H 1.1082 -2.9018 -0.3509 0.238
H 0.7231 -1.8048 -1.6387 0.250
H 2.8447 -0.7633 -1.1704 0.280
H 3.2999 -1.0373 0.5302 0.376
H 2.6418 1.4124 -0.6462 0.339



Which of them is the most stable, and which is the least stable? entry B and entry A, in that order.



Entry A
23
Properties=species:S:1:pos:R:3:mulliken_charge:R:1 method="wB97M-V/def2-TZVPD" total_charge=+1 homo_energy_ha="-0.491 / -0.379" multiplicity=1
C -0.6543 -2.3924 -0.7734 -0.916
C -1.2656 1.6750 -1.2396 -0.768
C -1.3632 1.6035 1.2008 -0.789
C -0.0666 -1.4101 0.2687 -0.298
C 0.0963 0.0129 -0.0765 0.033
N -1.1465 0.8258 -0.0853 0.017
Si 3.7520 -0.2699 0.5059 0.202
H -0.0160 -2.4740 -1.6356 0.317
H -1.6356 -1.7767 -1.1285 0.169
H -0.9034 -3.3800 -0.3216 0.334
H -0.4385 2.5375 -1.2066 0.365
H -1.0850 1.0540 -2.2117 0.318
H -2.1851 2.2019 -1.4394 0.395
H -1.6144 0.8684 2.0110 0.322
H -0.2704 1.9867 1.4218 0.329
H -1.9767 2.4272 0.9732 0.353
H 0.8545 -1.9541 0.6759 0.357
H -0.8015 -1.3011 1.2198 0.180
H 1.0818 0.3601 0.4092 -0.320
H -1.9301 0.1302 0.0195 0.438
H 3.1514 1.0340 0.8296 -0.030
H 3.5948 -0.8966 -0.8829 -0.012
H 4.8220 -0.8622 1.4658 0.004



Entry B
23
Properties=species:S:1:pos:R:3:mulliken_charge:R:1 method="wB97M-V/def2-TZVPD" smiles=CC[C@@H]([SiH3])[NH+](C)C total_charge=+1 homo_energy_ha=-0.527 multiplicity=1
C -2.3349 1.5035 -1.4640 -1.242
C -1.0710 1.3884 -0.5200 -0.721
C -0.3634 -0.3085 -0.0413 -0.664
Si 0.2896 -1.2159 -1.5764 0.573
N 0.5799 -0.0980 1.1459 -0.157
C 1.9317 0.2838 0.7730 -0.993
C 0.6670 -1.3578 1.9751 -0.666
H -2.0883 1.0808 -2.4438 0.321
H -2.5509 2.4768 -1.4490 0.442
H -3.0772 0.9229 -1.0930 0.373
H -1.1103 1.7512 0.4425 0.477
H -0.1520 1.9084 -0.8597 0.381
H -1.1334 -0.7528 0.4562 0.712
H 0.2788 -2.5015 -0.9874 -0.127
H 1.6413 -0.8609 -1.8656 -0.128
H -0.6036 -1.1182 -2.7640 -0.109
H 0.1227 0.7575 1.5898 0.409
H 2.3854 0.3829 1.7279 0.476
H 2.5284 -0.4543 0.0748 0.329
H 1.7916 1.2827 0.3519 0.340
H 1.2040 -0.9664 2.9691 0.323
H -0.1777 -1.9712 2.2078 0.335
H 1.2422 -2.1334 1.3503 0.316



Which of them is the most stable, and which is the least stable? entry B and entry A, in that order.



Entry A
15
Properties=species:S:1:pos:R:3:mulliken_charge:R:1 method="wB97M-V/def2-TZVPD" smiles="O=C(O)CCS.O" homo_energy_ha=-0.346 multiplicity=1
O 0.6921 2.6101 0.3929 -0.539
C 0.1354 1.5735 0.1671 0.448
O -1.2290 1.5417 0.0996 -0.455
C 0.7706 0.2880 -0.2961 0.059
C 1.5419 -0.3728 0.9302 -0.536
S 1.1687 -2.1030 1.3451 -0.229
H -1.7022 2.3428 0.4143 0.336
H -0.0254 -0.4525 -0.6560 -0.090
H 1.3730 0.5242 -1.0856 0.312
H 1.3873 0.2877 1.8453 0.318
H 2.6732 -0.3528 0.8238 0.285
H -0.0555 -2.4452 1.1635 0.085
O -2.2603 -1.3215 -2.1194 -0.668
H -2.7886 -1.5038 -1.1354 0.352
H -1.6811 -0.6165 -1.8894 0.325



Entry B
15
Properties=species:S:1:pos:R:3:mulliken_charge:R:1 method="wB97M-V/def2-TZVPD" smiles="O=C(O)CCS.O" homo_energy_ha=-0.345 multiplicity=1
O 2.8031 -0.6517 -1.7706 -0.538
C 1.8247 -0.4421 -1.1105 0.427
O 1.7680 -0.6933 0.2151 -0.431
C 0.5232 0.1040 -1.6178 -0.639
C 0.1131 1.4188 -0.9708 -0.497
S -1.7008 1.6205 -1.1090 -0.229
H 2.5804 -1.1619 0.4643 0.335
H -0.2363 -0.6384 -1.3537 0.343
H 0.5093 0.0945 -2.6931 0.379
H 0.3514 1.3398 0.0813 0.391
H 0.6022 2.2542 -1.4664 0.333
H -1.6758 2.8588 -0.6002 0.127
O -2.4201 -1.7429 4.2505 -0.640
H -2.9349 -1.6992 3.4373 0.319
H -2.1073 -2.6611 4.2434 0.320



Which of them is the most stable, and which is the least stable? entry B and entry A, in that order.